{"formula": "C5H8O", "method": "wB97M-V/def2-TZVPD", "elements": ["O", "C", "C", "C", "C", "C", "H", "H", "H", "H", "H", "H", "H", "H"], "positions_angstrom": [[-1.120, -0.936, 0.251], [0.308, 0.050, -1.014], [-1.135, -0.255, -0.981], [-0.722, 1.178, -0.910], [0.320, -0.743, 0.318], [0.762, -0.195, 1.662], [0.325, 0.788, 1.863], [0.444, -0.869, 2.468], [1.058, 0.026, -1.782], [-0.926, 1.756, -1.810], [0.809, -1.706, 0.127], [1.854, -0.119, 1.702], [-1.701, -0.635, -1.824], [-0.276, 1.659, -0.071]], "forces_ev_per_angstrom": [[-0.04, -0.09, 0.06], [0.40, -0.31, -0.42], [-0.25, -0.06, -0.34], [1.15, -0.28, -0.45], [0.38, -0.04, 0.08], [0.03, 0.10, -0.11], [0.07, -0.10, -0.03], [0.02, 0.10, -0.26], [0.01, -0.44, -0.17], [0.33, -0.11, 0.26], [-0.06, 0.08, 0.06], [-0.13, 0.03, -0.03], [-0.39, 0.11, 0.29], [-1.52, 1.00, 1.07]], "e_homo_ev": -9.4, "charge": 0, "relative_energy_kj_mol": 282.3}